Density functional theory data (wB97M-V/def2-TZVPD) for a structure of composition C51H53BrN6O2P2Y at a distorted geometry.

```
! RIJCOSX wB97M-V def2-TZVPD def2/J DEFGRID3
* xyz 1 1
Y 0.38064 -0.20409 0.54058
O -3.51670 -1.13824 -1.69929
C -3.74567 -2.45145 -1.49410
C -4.96648 -3.01404 -1.87663
C -5.15651 -4.38007 -1.88808
C -4.06827 -5.20290 -1.62789
C -2.86521 -4.61763 -1.14079
C -2.69426 -3.23523 -0.96525
C -1.27121 -2.61769 -0.68659
O -1.18400 -1.21688 -0.71312
N -0.85548 -3.11213 0.61312
N 0.30460 -2.53833 1.04868
C 0.94966 -3.18462 2.08562
C 0.79431 -3.02667 3.39970
Br 0.79883 0.71924 3.03439
C 0.55447 -2.74942 4.66708
C 1.36153 -1.83701 5.50491
C 2.72181 -1.74740 5.37800
C 3.39500 -0.91364 6.28146
C 2.73418 -0.20866 7.23841
C 1.30630 -0.27214 7.31102
C 0.62679 -1.07637 6.45732
H -2.58438 -0.90868 -1.29736
H -5.74116 -2.36606 -2.31611
H -6.04149 -4.87453 -2.21985
H -4.20844 -6.29218 -1.79509
H -2.09818 -5.31988 -0.85296
H -0.56958 -3.05040 -1.40684
H -0.85560 -4.12174 0.55995
H 1.55028 -4.11735 1.82790
H -0.30822 -3.18168 5.17277
H 3.30879 -2.27166 4.66201
H 4.49469 -0.78360 6.16726
H 3.30573 0.39905 7.94346
H 0.76909 0.46497 7.95394
H -0.41392 -1.30366 6.60647
C -1.18217 3.25469 1.24558
P -2.14999 1.57879 1.40703
C -2.84017 1.74207 3.11541
C -3.35911 2.89899 3.61657
C -3.52845 3.02494 5.00937
C -3.25334 1.96543 5.85439
C -2.80126 0.74905 5.33297
C -2.63494 0.63955 3.96663
C -3.59239 1.86154 0.29725
C -3.26294 2.14754 -1.04461
C -4.25236 2.78400 -1.81227
C -5.46430 3.10929 -1.27550
C -5.83366 2.58469 -0.00219
C -4.86497 2.03997 0.82363
C -0.34431 3.44672 0.05292
C 0.01009 4.71856 -0.47951
C 0.73839 4.52561 -1.65879
C 0.79733 3.08160 -1.78811
C 1.57358 2.34009 -2.84467
P 0.84847 0.61593 -3.16777
C -0.52641 1.03877 -4.31656
C -1.84425 0.56248 -4.07361
C -2.83713 0.80454 -4.98277
C -2.53160 1.31279 -6.24776
C -1.25905 1.75200 -6.47892
C -0.24663 1.72706 -5.49669
C 2.03970 0.00016 -4.46526
C 1.61120 -0.92848 -5.43035
C 2.46073 -1.17982 -6.52295
C 3.79610 -0.77718 -6.53987
C 4.26903 -0.00285 -5.49350
C 3.42214 0.46293 -4.47549
N 0.17426 2.43882 -0.73408
H -1.87921 4.12297 1.30986
H -0.51490 3.21279 2.14560
H -3.63709 3.73331 2.98035
H -3.86493 3.97990 5.43706
H -3.35531 2.13013 6.92572
H -2.51462 -0.10447 5.97196
H -2.27126 -0.30888 3.54856
H -2.29491 1.87685 -1.35501
H -4.00141 3.13990 -2.80735
H -6.21969 3.66990 -1.84733
H -6.86214 2.60359 0.37622
H -5.07384 1.77715 1.86730
H -0.29310 5.66400 -0.10472
H 1.28953 5.26110 -2.22712
H 1.65760 2.95353 -3.74609
H 2.58868 2.07480 -2.45074
H -2.06695 0.16871 -3.10949
H -3.82570 0.53692 -4.65722
H -3.33010 1.31922 -7.00941
H -0.97936 2.13151 -7.44025
H 0.75717 2.19421 -5.68868
H 0.61402 -1.40616 -5.27637
H 2.09839 -1.82626 -7.36811
H 4.45538 -1.18222 -7.27895
H 5.31514 0.36883 -5.48237
H 3.73242 1.24452 -3.75094
C 4.59710 -0.60075 2.80829
N 4.06980 0.01797 1.56546
C 3.81191 1.41911 1.62513
C 3.73820 -0.69310 0.41565
N 2.53045 -0.39313 -0.16981
N 4.44483 -1.72350 0.03029
C 5.88756 -1.94060 0.30602
C 3.94504 -2.81954 -0.80393
H 4.25275 -0.07018 3.69968
H 5.73299 -0.53435 2.88120
H 4.21677 -1.62399 2.96905
H 4.74947 2.03130 1.61273
H 3.18682 1.71702 2.45882
H 3.28643 1.69300 0.76881
H 2.59574 -0.93575 -1.09433
H 6.43705 -1.05648 0.68469
H 6.34812 -2.29561 -0.62368
H 5.89029 -2.74543 1.08044
H 2.84427 -2.73187 -0.96877
H 4.08960 -3.73449 -0.29162
H 4.47744 -2.88305 -1.78118
*
```

Values from the calculation:
- energy relative to the best compared isomer or geometry (same formula, charge and spin) (kcal per mole) = 11.69
- HOMO level (alpha / beta) (eV) = -9.82 / -9.82

Atomic partial charges in e from the Löwdin method, atoms 1 to 99:
1. Y 1.104
2. O 0.000
3. C -0.274
4. C -0.013
5. C -0.092
6. C -0.090
7. C -0.050
8. C -0.073
9. C -0.374
10. O -0.374
11. N 0.064
12. N -0.106
13. C -0.196
14. C 0.012
15. Br 0.148
16. C -0.043
17. C -0.261
18. C -0.062
19. C -0.101
20. C -0.075
21. C -0.066
22. C -0.061
23. H 0.061
24. H 0.127
25. H 0.099
26. H 0.111
27. H 0.094
28. H 0.151
29. H 0.136
30. H 0.130
31. H 0.126
32. H 0.088
33. H 0.120
34. H 0.109
35. H 0.123
36. H 0.101
37. C -0.260
38. P 1.016
39. C -0.411
40. C -0.106
41. C -0.068
42. C -0.078
43. C -0.077
44. C -0.138
45. C -0.369
46. C -0.091
47. C -0.081
48. C -0.076
49. C -0.059
50. C -0.103
51. C -0.333
52. C -0.006
53. C 0.022
54. C -0.295
55. C -0.275
56. P 1.053
57. C -0.384
58. C -0.092
59. C -0.079
60. C -0.074
61. C -0.084
62. C -0.089
63. C -0.380
64. C -0.104
65. C -0.079
66. C -0.096
67. C -0.104
68. C -0.088
69. N 0.051
70. H 0.105
71. H 0.071
72. H 0.111
73. H 0.114
74. H 0.108
75. H 0.104
76. H 0.092
77. H 0.059
78. H 0.107
79. H 0.113
80. H 0.110
81. H 0.107
82. H 0.105
83. H 0.112
84. H 0.088
85. H 0.078
86. H 0.060
87. H 0.108
88. H 0.120
89. H 0.099
90. H 0.124
91. H 0.122
92. H 0.122
93. H 0.100
94. H 0.113
95. H 0.085
96. C -0.042
97. N -0.139
98. C -0.124
99. C -0.405

=====

Density functional theory data (wB97M-V/def2-TZVPD) for a cluster of 2 separate species, C5H12O in total at a distorted geometry.

```
! RIJCOSX wB97M-V def2-TZVPD def2/J DEFGRID3
* xyz 0 1
C -1.25164 -0.26271 1.63040
C -0.04127 -0.54302 0.75099
C 0.23627 0.86629 -1.42588
C 1.69883 0.76109 -1.11707
C -0.62104 -1.16937 -0.61108
O -0.41820 1.75212 -0.71437
H -1.78576 0.61741 1.24852
H -0.98598 -0.07589 2.67573
H -1.93291 -1.11506 1.58489
H 0.59541 -1.33338 1.15796
H 0.59910 0.35123 0.84200
H 2.08235 -0.26742 -1.14411
H 2.07965 1.25962 -0.20688
H 2.09932 1.26966 -1.99889
H -0.96762 -2.09873 -0.17124
H 0.02282 -1.46255 -1.45477
H -1.50481 -0.69963 -1.07259
H 0.09545 2.15034 0.02639
*
```

Values from the calculation:
- energy relative to the best compared isomer or geometry (same formula, charge and spin) (kcal per mole) = 96.18
- HOMO level (eV) = -8.05

Partial charges, natural (NBO), in e:
1. C -0.612
2. C -0.403
3. C 0.334
4. C -0.790
5. C -0.647
6. O -0.663
7. H 0.209
8. H 0.207
9. H 0.203
10. H 0.201
11. H 0.181
12. H 0.245
13. H 0.173
14. H 0.257
15. H 0.206
16. H 0.233
17. H 0.234
18. H 0.430